Density functional theory data (wB97M-V/def2-TZVPD) for a molecular structure, C37H53BCeN6.

Each line ends with the Löwdin spin population.
Positions of all 98 atoms, in Å:
Ce: 0.1402 1.7275 0.6692  1.0168
C: 0.5676 3.2157 -2.2912  -0.0001
C: 1.2276 2.1310 -3.1351  0.0000
C: 0.7618 2.2231 -4.5890  0.0000
C: 0.9789 0.7494 -2.6008  -0.0003
C: 1.2091 -0.4698 -3.2261  -0.0001
C: 0.7571 -1.4379 -2.3477  -0.0001
C: 0.7804 -2.9159 -2.5912  0.0000
C: 0.0824 -3.2616 -3.9060  0.0000
C: 2.2286 -3.4120 -2.5921  0.0000
N: 0.2870 -0.8243 -1.2372  0.0003
N: 0.4267 0.5365 -1.4061  -0.0027
B: -0.6076 -1.4182 -0.0800  0.0000
N: 0.0724 -1.4221 1.3384  0.0001
N: 0.2354 -0.2535 2.0537  -0.0026
C: 0.7010 -0.5765 3.2631  0.0001
C: 0.8561 -1.9516 3.3411  -0.0001
C: 0.4431 -2.4617 2.1232  0.0002
C: 0.2850 -3.9428 1.8859  0.0000
C: 0.8541 -4.5364 0.6037  0.0000
C: -1.1737 -4.3575 2.0856  0.0000
C: 0.8731 0.4316 4.3609  0.0000
C: 0.8004 1.8759 3.8880  0.0000
C: -0.1721 0.1728 5.4510  0.0000
N: -1.9695 -0.6420 -0.0254  0.0000
N: -2.0513 0.7077 0.2307  -0.0025
C: -3.3339 1.0517 0.1638  0.0004
C: -4.1101 -0.0625 -0.1333  0.0001
C: -3.2148 -1.1168 -0.2428  0.0005
C: -3.5590 -2.5433 -0.5649  0.0001
C: -4.0758 -2.6533 -1.9991  0.0000
C: -4.5883 -3.0729 0.4343  0.0000
C: -3.7419 2.4847 0.3575  0.0001
C: -4.3848 3.0390 -0.9157  0.0001
C: -2.5863 3.3846 0.7945  0.0002
H: 0.6782 4.1886 -2.7702  0.0000
H: -0.5073 3.0300 -2.1756  0.0000
H: 1.0533 3.3357 -1.3164  -0.0002
H: 2.3102 2.2987 -3.1130  0.0000
H: -0.3105 2.0327 -4.6642  0.0000
H: 0.9587 3.2192 -4.9851  0.0000
H: 1.2731 1.5061 -5.2291  0.0000
H: 1.6298 -0.6366 -4.2018  0.0000
H: 0.2417 -3.4016 -1.7861  0.0000
H: 0.6102 -2.8294 -4.7577  0.0000
H: 0.0590 -4.3424 -4.0470  0.0000
H: -0.9431 -2.8914 -3.9290  0.0000
H: 2.7809 -2.9625 -3.4190  0.0000
H: 2.7478 -3.1496 -1.6697  0.0000
H: 2.2658 -4.4952 -2.7115  0.0000
H: -0.8361 -2.5483 -0.3496  0.0000
H: 1.1960 -2.5306 4.1830  0.0000
H: 0.8676 -4.3694 2.7077  0.0000
H: 0.1571 -4.4433 -0.2232  0.0000
H: 1.8038 -4.0828 0.3165  0.0000
H: 1.0275 -5.6020 0.7566  0.0000
H: -1.8071 -3.9072 1.3185  0.0000
H: -1.2696 -5.4404 2.0023  0.0000
H: -1.5552 -4.0516 3.0595  0.0000
H: 1.8645 0.2724 4.7963  0.0000
H: -0.1819 2.0915 3.4384  0.0000
H: 0.8626 2.5493 4.7424  0.0000
H: 1.5941 2.1573 3.1914  -0.0001
H: -1.1791 0.3231 5.0549  0.0000
H: -0.1142 -0.8446 5.8340  0.0000
H: -0.0288 0.8595 6.2850  0.0000
H: -5.1785 -0.1069 -0.2527  0.0000
H: -2.6560 -3.1454 -0.4836  0.0000
H: -5.0040 -2.0921 -2.1207  0.0000
H: -3.3551 -2.2648 -2.7200  0.0000
H: -4.2815 -3.6945 -2.2486  0.0000
H: -5.5279 -2.5244 0.3514  0.0000
H: -4.8035 -4.1238 0.2392  0.0000
H: -4.2389 -2.9794 1.4632  0.0000
H: -4.4916 2.5059 1.1552  0.0001
H: -3.6662 3.0300 -1.7386  0.0000
H: -5.2431 2.4425 -1.2200  0.0000
H: -4.7205 4.0647 -0.7638  0.0000
H: -1.8245 3.4793 0.0042  -0.0001
H: -2.9476 4.4007 0.9511  0.0000
H: -2.1302 3.0727 1.7434  0.0000
C: 5.6145 1.4232 -0.0882  0.0000
C: 4.4232 0.6726 0.0273  0.0000
C: 3.2677 1.2967 0.3997  -0.0004
C: 3.2007 2.6968 0.6706  -0.0005
C: 1.9698 3.3592 1.0123  -0.0070
C: 2.0400 4.7019 1.2982  -0.0010
C: 3.2536 5.4331 1.2441  -0.0003
C: 4.4077 4.8084 0.8755  0.0001
C: 4.4152 3.4228 0.5738  -0.0001
C: 5.6070 2.7584 0.1893  0.0001
H: 6.5326 0.9324 -0.3824  0.0000
H: 4.4293 -0.3917 -0.1662  0.0000
H: 2.4000 0.6433 0.5121  -0.0002
H: 1.1419 5.2567 1.5618  -0.0001
H: 3.2607 6.4899 1.4779  0.0000
H: 5.3359 5.3633 0.8124  0.0000
H: 6.5217 3.3348 0.1225  0.0000

Output
- Charge: +1
- DFT total energy: -2270.16822 a.u.
- LUMO level (spin up / spin down): -2.1 / -2.0 eV
- Spin multiplicity: 2
- Frontier orbital gap (spin up / spin down): 8.2 / 8.3 eV
- HOMO (spin up / spin down): -10.25 / -10.25 eV

=====

Density functional theory data (wB97M-V/def2-TZVPD) for a molecular structure, C8H12NO.

Each line ends with the natural charge from an NBO analysis.
Positions of all 22 atoms, in Å:
C: -0.0378 1.9148 -1.1923  -0.2166
C: -1.1715 1.7816 -0.4447  -0.4066
C: 0.9395 1.0171 -1.2579  -0.2594
C: -1.2256 0.7668 0.4536  -0.1615
C: 0.8362 -0.3396 -0.6088  -0.2553
C: -0.1969 -0.1713 0.5623  -0.0163
C: 0.4628 -1.4611 -1.6700  -0.6106
C: -0.5779 -1.5047 1.3296  -0.6270
N: 0.7973 0.6635 1.9387  -0.2230
O: 0.5387 0.2510 3.1417  -0.6390
H: 0.1329 2.9082 -1.5988  0.1859
H: -1.9288 2.4707 -0.4886  0.1862
H: 1.9047 1.1966 -1.7103  0.1825
H: -1.9857 0.5626 1.1775  0.1978
H: 1.8256 -0.8119 -0.1107  0.1974
H: -0.0731 -1.0666 -2.4508  0.1965
H: -0.0904 -2.3498 -1.3058  0.1953
H: 1.3963 -1.9696 -2.0144  0.1847
H: -0.2253 -1.5818 2.4215  0.2504
H: -0.1034 -2.1687 0.7123  0.1872
H: -1.7392 -1.7048 1.4066  0.1740
H: 0.5215 1.5972 1.7091  0.2775

Output
- Charge: -1
- Energy relative to the best compared isomer or geometry (same formula, charge and spin): 130.5 kJ/mol
- DFT total energy: -441.85768 a.u.
- LUMO level (spin up / spin down): 3.9 / 3.9 eV
- Frontier orbital gap (spin up / spin down): 5.4 / 5.7 eV
- HOMO (spin up / spin down): -1.46 / -1.82 eV

=====

Density functional theory data (wB97M-V/def2-TZVPD) for a molecular structure, C3H4N3.

Each line ends with the natural charge from an NBO analysis.
Positions of all 10 atoms, in Å:
C: 2.7733 -0.6474 0.2677  0.7605
C: 1.0358 -0.1833 -0.5294  0.0277
C: -0.1544 0.0644 0.3800  -0.5884
N: 3.0255 0.6735 0.2858  -0.1198
N: 1.9461 0.9955 -0.2530  0.0869
N: 1.8570 -1.3359 -0.1393  -0.2745
H: 0.6783 -0.0670 -1.6592  0.3411
H: 0.0911 0.3986 1.3182  0.2480
H: -0.7590 -0.7360 0.3101  0.2558
H: -0.5847 0.9261 0.0978  0.2627

Output
- Charge: +1
- Energy relative to the best compared isomer or geometry (same formula, charge and spin): 438.9 kJ/mol
- DFT total energy: -280.46191 a.u.
- LUMO level: -8.7 eV
- Frontier orbital gap: 8.6 eV
- HOMO: -17.25 eV

=====

Taking the records one at a time from the top gives max |F| values of 0.8, 3.4, 4.2 eV/Å.